No. 1
Below is a molecular structure, C34H33N5O6Y in a non-equilibrium geometry, with properties calculated with ωB97M-V/def2-TZVPD.

Structure (ORCA input):
```
! RIJCOSX wB97M-V def2-TZVPD def2/J DEFGRID3
* xyz 1 1
Y 0.13 -1.45 0.93
O -0.42 -3.35 2.52
C 0.63 -4.16 3.05
C 1.81 -3.27 3.33
C 2.76 -3.62 4.27
C 3.84 -2.79 4.47
C 3.94 -1.61 3.75
C 2.94 -1.33 2.84
N 1.91 -2.15 2.61
H -1.06 -3.90 2.04
H 0.91 -4.93 2.33
H 0.31 -4.65 3.97
H 2.64 -4.53 4.85
H 4.60 -3.05 5.21
H 4.75 -0.92 3.89
H 2.96 -0.40 2.28
O -0.93 -4.84 -1.50
C -0.39 -3.91 -0.94
O -0.94 -3.09 -0.08
C 1.09 -3.66 -1.21
C 1.73 -4.37 -2.20
C 3.08 -4.13 -2.43
C 3.75 -3.21 -1.64
C 3.03 -2.56 -0.65
N 1.73 -2.76 -0.44
H 1.16 -5.09 -2.77
H 3.61 -4.65 -3.21
H 4.80 -2.99 -1.78
H 3.52 -1.84 0.00
C -0.51 4.41 -4.90
O -0.51 3.68 -3.68
C -1.51 3.96 -2.79
C -2.47 4.94 -2.97
C -3.46 5.12 -2.00
C -3.49 4.31 -0.89
C -2.54 3.32 -0.71
C -1.53 3.15 -1.65
N -0.53 2.15 -1.58
C -0.14 1.45 -0.49
N -0.30 2.08 0.68
C -0.39 1.60 2.03
C -0.34 0.27 2.40
C -0.47 0.01 3.78
C -0.65 1.01 4.72
C -0.72 2.34 4.31
C -0.59 2.64 2.96
O -0.65 3.90 2.44
C -0.89 4.98 3.34
N 0.42 0.25 -0.60
C 0.18 -0.42 -1.85
C 1.16 -0.58 -2.81
C 0.89 -1.28 -3.99
C -0.38 -1.80 -4.19
C -1.39 -1.63 -3.24
C -1.10 -0.94 -2.08
O -1.97 -0.73 -1.06
C -3.32 -1.16 -1.22
H 0.32 4.02 -5.49
H -0.36 5.47 -4.72
H -1.44 4.25 -5.44
H -2.45 5.57 -3.84
H -4.21 5.90 -2.14
H -4.26 4.44 -0.14
H -2.59 2.68 0.16
H -0.13 1.87 -2.47
H -0.48 3.07 0.59
H -0.44 -1.02 4.14
H -0.75 0.77 5.77
H -0.87 3.12 5.03
H -0.92 5.88 2.74
H -0.09 5.05 4.08
H -1.84 4.84 3.86
H 2.14 -0.17 -2.62
H 1.67 -1.40 -4.73
H -0.60 -2.34 -5.10
H -2.37 -2.05 -3.41
H -3.84 -0.87 -0.31
H -3.36 -2.25 -1.33
H -3.78 -0.67 -2.08
*
```

Computed properties:
ΔE to the lowest compared entry with this formula, charge and spin, eV: 0.106

***

No. 2
Below is a molecular structure, C34H33N8NaO2S in a non-equilibrium geometry, with properties calculated with ωB97M-V/def2-TZVPD.

Structure (ORCA input):
```
! RIJCOSX wB97M-V def2-TZVPD def2/J DEFGRID3
* xyz 0 1
Na -2.17 0.93 -0.41
C 8.56 -7.99 -0.06
O 8.83 -6.60 -0.34
C 7.77 -5.75 -0.11
C 8.00 -4.37 -0.25
C 6.95 -3.45 -0.27
C 5.64 -3.94 -0.07
C 5.37 -5.33 0.10
C 6.43 -6.22 0.04
C 4.49 -3.06 -0.02
N 3.27 -3.56 0.15
C 2.46 -2.50 0.36
C 3.14 -1.29 0.19
N 4.46 -1.67 -0.03
C 2.52 -0.01 0.17
C 3.14 1.27 0.12
C 2.33 2.41 0.01
C 0.94 2.19 0.01
N 0.35 1.03 0.13
C 1.10 -0.09 0.27
C 0.34 -1.34 0.52
N -0.99 -1.22 0.74
C -1.62 -2.32 1.12
C -1.05 -3.58 1.12
C 0.32 -3.73 0.90
C 1.05 -2.58 0.60
H 9.50 -8.50 -0.28
H 7.77 -8.37 -0.71
H 8.32 -8.13 1.02
H 9.01 -3.97 -0.47
H 7.09 -2.36 -0.36
H 4.31 -5.56 0.24
H 6.25 -7.30 0.05
H 5.28 -1.09 -0.22
H 4.22 1.35 0.20
H 2.73 3.40 -0.11
H 0.16 2.97 -0.13
H -2.66 -2.25 1.34
H -1.67 -4.46 1.36
H 0.85 -4.68 0.89
C -2.33 6.89 0.24
C -1.15 6.01 -0.15
C -0.74 6.28 -1.61
C 0.01 6.18 0.82
C -1.52 4.62 -0.08
C -1.45 3.32 -0.13
H -2.05 7.96 0.37
H -2.79 6.55 1.21
H -3.10 6.81 -0.52
H -0.35 7.28 -1.79
H -1.58 6.09 -2.33
H 0.02 5.54 -1.86
H 0.45 7.20 0.80
H 0.77 5.41 0.59
H -0.31 5.98 1.84
S -6.37 4.96 -1.72
C -5.73 6.03 -0.54
C -5.19 5.31 0.51
N -5.31 3.95 0.40
C -5.83 3.63 -0.78
H -5.77 7.12 -0.54
H -4.68 5.70 1.41
H -5.93 2.61 -1.15
C -3.99 -3.14 -1.38
N -4.68 -1.97 -0.82
C -5.84 -2.14 -0.13
C -6.37 -1.10 0.59
C -5.64 0.16 0.57
N -4.50 0.24 -0.13
C -4.08 -0.78 -0.91
O -3.04 -0.62 -1.59
N -6.20 1.16 1.29
H -4.63 -3.63 -2.15
H -3.72 -3.83 -0.56
H -3.12 -2.70 -1.87
H -6.31 -3.09 -0.26
H -7.24 -1.25 1.20
H -6.86 0.97 2.02
H -5.63 2.04 1.35
*
```

Computed properties:
ΔE to the lowest compared entry with this formula, charge and spin, eV: 1.719

***

ΔE to the lowest compared entry with this formula, charge and spin of number 1 (C34H33N5O6Y)? 0.106 eV

***

Repeat the second record exactly.
Below is a molecular structure, C34H33N8NaO2S in a non-equilibrium geometry, with properties calculated with ωB97M-V/def2-TZVPD.

Structure (ORCA input):
```
! RIJCOSX wB97M-V def2-TZVPD def2/J DEFGRID3
* xyz 0 1
Na -2.17 0.93 -0.41
C 8.56 -7.99 -0.06
O 8.83 -6.60 -0.34
C 7.77 -5.75 -0.11
C 8.00 -4.37 -0.25
C 6.95 -3.45 -0.27
C 5.64 -3.94 -0.07
C 5.37 -5.33 0.10
C 6.43 -6.22 0.04
C 4.49 -3.06 -0.02
N 3.27 -3.56 0.15
C 2.46 -2.50 0.36
C 3.14 -1.29 0.19
N 4.46 -1.67 -0.03
C 2.52 -0.01 0.17
C 3.14 1.27 0.12
C 2.33 2.41 0.01
C 0.94 2.19 0.01
N 0.35 1.03 0.13
C 1.10 -0.09 0.27
C 0.34 -1.34 0.52
N -0.99 -1.22 0.74
C -1.62 -2.32 1.12
C -1.05 -3.58 1.12
C 0.32 -3.73 0.90
C 1.05 -2.58 0.60
H 9.50 -8.50 -0.28
H 7.77 -8.37 -0.71
H 8.32 -8.13 1.02
H 9.01 -3.97 -0.47
H 7.09 -2.36 -0.36
H 4.31 -5.56 0.24
H 6.25 -7.30 0.05
H 5.28 -1.09 -0.22
H 4.22 1.35 0.20
H 2.73 3.40 -0.11
H 0.16 2.97 -0.13
H -2.66 -2.25 1.34
H -1.67 -4.46 1.36
H 0.85 -4.68 0.89
C -2.33 6.89 0.24
C -1.15 6.01 -0.15
C -0.74 6.28 -1.61
C 0.01 6.18 0.82
C -1.52 4.62 -0.08
C -1.45 3.32 -0.13
H -2.05 7.96 0.37
H -2.79 6.55 1.21
H -3.10 6.81 -0.52
H -0.35 7.28 -1.79
H -1.58 6.09 -2.33
H 0.02 5.54 -1.86
H 0.45 7.20 0.80
H 0.77 5.41 0.59
H -0.31 5.98 1.84
S -6.37 4.96 -1.72
C -5.73 6.03 -0.54
C -5.19 5.31 0.51
N -5.31 3.95 0.40
C -5.83 3.63 -0.78
H -5.77 7.12 -0.54
H -4.68 5.70 1.41
H -5.93 2.61 -1.15
C -3.99 -3.14 -1.38
N -4.68 -1.97 -0.82
C -5.84 -2.14 -0.13
C -6.37 -1.10 0.59
C -5.64 0.16 0.57
N -4.50 0.24 -0.13
C -4.08 -0.78 -0.91
O -3.04 -0.62 -1.59
N -6.20 1.16 1.29
H -4.63 -3.63 -2.15
H -3.72 -3.83 -0.56
H -3.12 -2.70 -1.87
H -6.31 -3.09 -0.26
H -7.24 -1.25 1.20
H -6.86 0.97 2.02
H -5.63 2.04 1.35
*
```

Computed properties:
ΔE to the lowest compared entry with this formula, charge and spin, eV: 1.719